Entry a
A cluster of 5 separate species, C3H14O4 in total, computed with ωB97M-V/def2-TZVPD.

* SMILES: C=CC.O.O.O.O
* HOMO: -9.76 eV
* orbital gap: 0.3689 Ha

Last column: natural (NBO) charge in e.
Geometry (Å):
C (0.1297, 1.1339, 1.4769)  -0.40
C (-0.9147, 0.3728, 1.1545)  -0.16
C (-1.6053, -0.5026, 2.1884)  -0.64
H (0.5266, 1.7738, 0.7265)  0.21
H (0.5290, 1.0678, 2.4294)  0.19
H (-1.3779, 0.3500, 0.2045)  0.17
H (-1.1805, -0.4527, 3.1924)  0.22
H (-2.7070, -0.2156, 2.2341)  0.22
H (-1.6303, -1.4347, 1.7487)  0.20
O (0.7701, -2.7045, 0.3361)  -0.96
H (1.7023, -3.1231, 0.5171)  0.49
H (0.2507, -2.8106, 1.0746)  0.48
O (-2.0009, 1.6778, -2.4369)  -0.94
H (-1.4130, 1.3724, -3.1016)  0.47
H (-1.7522, 1.3496, -1.5781)  0.47
O (1.3088, -1.1788, -2.0079)  -0.95
H (0.9963, -1.8579, -1.4324)  0.49
H (0.3673, -0.9247, -2.4285)  0.45
O (2.7725, 2.4585, -1.2798)  -0.93
H (2.2813, 2.1175, -2.0790)  0.46
H (2.9470, 1.5309, -0.9391)  0.47

---

Entry b
A cluster of 4 separate species, C3H14O4 in total, computed with ωB97M-V/def2-TZVPD.

* SMILES: CO.CO.CO.O
* HOMO: -10.05 eV
* orbital gap: 0.3885 Ha

Last column: natural (NBO) charge in e.
Geometry (Å):
C (0.6529, -1.5375, 3.4463)  -0.25
O (0.8885, -2.9101, 3.6204)  -0.73
H (1.3122, -1.1050, 2.6937)  0.20
H (-0.4049, -1.3038, 3.3259)  0.16
H (0.9193, -0.9886, 4.3495)  0.16
H (0.2769, -3.3464, 4.2182)  0.47
C (-0.2565, 2.0751, -3.3367)  -0.25
O (-1.3579, 1.7516, -2.5123)  -0.75
H (-0.1684, 3.1185, -3.6393)  0.18
H (0.6279, 1.7995, -2.7622)  0.19
H (-0.2521, 1.3942, -4.1878)  0.17
H (-2.1670, 2.1993, -2.7702)  0.49
C (-0.9121, -1.0321, -0.1367)  -0.25
O (-0.5872, 0.3320, -0.3450)  -0.77
H (-0.8757, -1.2337, 0.9339)  0.19
H (-1.8590, -1.2135, -0.6452)  0.17
H (-0.0803, -1.5956, -0.5593)  0.17
H (-0.9764, 0.6605, -1.1587)  0.50
O (1.8786, 1.1507, 0.1438)  -0.97
H (2.3732, 0.8449, -0.6165)  0.45
H (0.9678, 0.9399, -0.0619)  0.49

---

Entry c
A cluster of 5 separate species, C3H14O4 in total, computed with ωB97M-V/def2-TZVPD.

* SMILES: C=CC.O.O.O.O
* HOMO: -9.37 eV
* orbital gap: 0.3552 Ha

Last column: natural (NBO) charge in e.
Geometry (Å):
C (-1.3515, -0.7444, 1.3245)  -0.43
C (-1.2220, 0.5054, 1.7456)  -0.16
C (-0.1115, 1.4938, 1.4539)  -0.68
H (-2.2917, -1.2501, 1.5707)  0.19
H (-0.7393, -1.3027, 0.6312)  0.19
H (-1.9455, 0.8812, 2.4733)  0.19
H (0.8479, 1.1519, 1.0723)  0.21
H (-0.5379, 2.0679, 0.6219)  0.25
H (-0.1032, 2.1280, 2.3516)  0.21
O (-1.2724, 2.2213, -1.5786)  -0.96
H (-0.6009, 1.5297, -1.4219)  0.48
H (-2.0523, 1.6635, -1.6477)  0.46
O (2.2539, -1.4993, -0.0452)  -0.96
H (1.9163, -0.6689, -0.4148)  0.48
H (2.6195, -1.3002, 0.8317)  0.49
O (0.8666, 0.6674, -1.5322)  -0.95
H (1.5512, 0.9849, -2.1171)  0.49
H (0.8135, -0.2963, -1.6321)  0.50
O (0.1535, -2.5833, -1.2836)  -1.00
H (0.7793, -2.3526, -0.5660)  0.50
H (0.4265, -3.2973, -1.8375)  0.48

---

Most stable of them? entry c.

---

Entry a
A cluster of 2 separate species, Br2H2O2Si in total, computed with ωB97M-V/def2-TZVPD.

* SMILES: O=[Si](O)Br.Br
* HOMO: -10.21 eV
* orbital gap: 0.3505 Ha

Last column: natural (NBO) charge in e.
Geometry (Å):
O (-0.4532, -0.2520, -0.8597)  -1.19
Si (0.4891, -1.2877, -0.3048)  2.08
O (1.2531, -1.2545, 1.0964)  -1.07
Br (1.1914, -3.0795, -1.4339)  -0.33
H (2.0929, -1.6100, 1.1186)  0.51
Br (-2.0305, 2.7790, -0.8990)  -0.25
H (-2.0343, 1.3229, -0.8761)  0.24

---

Entry b
A structure of composition Br2H2O2Si, computed with ωB97M-V/def2-TZVPD.

* HOMO: -10.59 eV
* orbital gap: 0.3844 Ha

Last column: natural (NBO) charge in e.
Geometry (Å):
O (-0.8409, -0.5183, -0.9305)  -1.15
O (0.7770, 1.2755, -0.3774)  -1.12
Si (0.1980, -0.0983, 0.1982)  1.80
Br (-0.6707, 0.3320, 2.1236)  -0.32
Br (1.7895, -1.5568, 0.4405)  -0.30
H (-1.4814, -1.5674, -1.1486)  0.56
H (0.2284, 2.1334, -0.3057)  0.53

---

Most stable of them? entry b.

---

Entry a
An isolated molecule of C2H7PS2, computed with ωB97M-V/def2-TZVPD.

* SMILES: CSPSC
* HOMO: -8.59 eV
* orbital gap: 0.3316 Ha

Last column: natural (NBO) charge in e.
Geometry (Å):
C (-0.7685, -1.5320, 1.1949)  -0.74
S (1.0122, -1.2150, 1.1003)  -0.12
P (1.2718, -0.6337, -1.1323)  0.34
S (1.4265, 1.4481, -1.0846)  -0.06
C (-0.3209, 1.8200, -0.7174)  -0.73
H (-0.9180, -2.5900, 1.3936)  0.22
H (-1.2441, -1.2506, 0.2624)  0.22
H (-1.1625, -0.9395, 2.0164)  0.22
H (2.6536, -0.8065, -1.1031)  -0.02
H (-0.9709, 1.2303, -1.3594)  0.22
H (-0.4721, 2.8782, -0.8998)  0.23
H (-0.5070, 1.5907, 0.3289)  0.22

---

Entry b
An isolated molecule of C2H7PS2, computed with ωB97M-V/def2-TZVPD.

* SMILES: CCSPS
* HOMO: -8.77 eV
* orbital gap: 0.3489 Ha

Last column: natural (NBO) charge in e.
Geometry (Å):
C (1.9600, 0.7702, -0.7490)  -0.62
C (0.4648, 0.5073, -0.7566)  -0.49
S (0.0247, -1.1372, -0.0228)  -0.08
P (-1.2384, -0.5770, 1.5506)  0.34
S (-3.1586, -0.7598, 0.5960)  -0.34
H (2.3205, 0.8563, 0.3869)  0.22
H (2.4456, -0.0645, -1.1824)  0.21
H (2.0981, 1.6208, -1.5187)  0.22
H (0.2719, 0.3999, -1.7680)  0.21
H (-0.1644, 1.2238, -0.2868)  0.22
H (-1.1541, -1.9147, 2.0049)  -0.02
H (-3.8703, -0.9251, 1.7461)  0.14

---

Most stable of them? entry a.

---

Entry a
An isolated molecule of C11H14N2, computed with ωB97M-V/def2-TZVPD.

* SMILES: c1cc2c(cn1)[C@@H]1NCC[C@H]1CC2
* HOMO: -8.09 eV
* orbital gap: 0.3302 Ha

Last column: natural (NBO) charge in e.
Geometry (Å):
C (2.3269, -0.0419, 2.6723)  0.07
C (0.9623, -0.4876, 2.7866)  -0.27
C (0.1955, -0.4539, 1.7459)  0.01
C (0.8937, -0.2588, 0.5387)  -0.08
C (2.1869, 0.2904, 0.5132)  0.02
N (2.9017, 0.4439, 1.6065)  -0.45
C (0.2018, -0.1707, -0.7594)  -0.05
N (1.0104, 0.6264, -1.7480)  -0.66
C (0.0806, 0.8625, -2.7459)  -0.20
C (-1.4707, 0.3299, -2.4211)  -0.41
C (-1.3585, 0.2670, -0.7851)  -0.24
C (-2.0848, -0.5404, 0.1888)  -0.38
C (-1.2651, -0.5661, 1.6477)  -0.41
H (2.9013, -0.4483, 3.6482)  0.18
H (0.5780, -0.7850, 3.7066)  0.21
H (2.7201, 1.0619, -0.3542)  0.23
H (0.2783, -1.1656, -1.0343)  0.18
H (1.9040, 0.1948, -1.8812)  0.38
H (0.6113, 0.7072, -3.7530)  0.21
H (-0.2706, 2.0030, -2.5127)  0.15
H (-1.2884, -0.7097, -2.7073)  0.20
H (-2.3169, 1.0124, -2.9086)  0.24
H (-1.6233, 1.3089, -0.2863)  0.21
H (-1.9219, -1.7691, 0.1650)  0.17
H (-3.1337, -0.5548, 0.2716)  0.23
H (-1.4995, 0.3441, 2.3476)  0.22
H (-1.5194, -1.5007, 2.0583)  0.22

---

Entry b
A cluster of 2 separate species, C11H14N2 in total, computed with ωB97M-V/def2-TZVPD.

* SMILES: Cc1c[nH]cn1.Cc1ccccc1
* HOMO: -8.56 eV
* orbital gap: 0.3440 Ha

Last column: natural (NBO) charge in e.
Geometry (Å):
C (0.6348, -4.3747, -0.1208)  -0.63
C (-0.7504, -3.9450, 0.2678)  0.10
C (-1.2128, -3.8103, 1.5511)  -0.13
N (-2.4161, -3.1554, 1.4191)  -0.52
C (-2.6246, -2.9286, 0.1039)  0.16
N (-1.5909, -3.3097, -0.6041)  -0.46
H (1.2286, -3.5268, -0.4600)  0.22
H (0.5717, -5.1541, -0.8801)  0.22
H (1.1309, -4.7721, 0.7550)  0.21
H (-0.8067, -4.0277, 2.5211)  0.21
H (-2.9893, -2.8888, 2.2015)  0.41
H (-3.5976, -2.6816, -0.2940)  0.20
C (-1.3220, 2.7062, -0.7761)  -0.64
C (0.1470, 2.8424, -0.5178)  -0.02
C (0.6097, 3.2505, 0.7295)  -0.21
C (1.9703, 3.2287, 0.9661)  -0.20
C (2.8917, 3.1733, -0.0590)  -0.23
C (2.4028, 2.9515, -1.3569)  -0.20
C (1.0708, 2.6929, -1.5606)  -0.21
H (-1.8956, 3.5037, -0.2949)  0.22
H (-1.8408, 1.7606, -0.6129)  0.23
H (-1.5617, 2.8913, -1.8296)  0.21
H (-0.1016, 3.5445, 1.4855)  0.21
H (2.2737, 3.2637, 2.0094)  0.21
H (3.9591, 3.2600, 0.0915)  0.22
H (3.1122, 2.9928, -2.1701)  0.21
H (0.7066, 2.5128, -2.5645)  0.21

---

Most stable of them? entry b.